{
  "formula": "C22H39Br2F3N2O4P",
  "method": "ωB97M-V with the def2-TZVPD basis set",
  "species": ["C", "C", "Br", "C", "Br", "P", "C", "C", "C", "F", "C", "F", "F", "O", "C", "O", "C", "C", "C", "C", "C", "C", "H", "H", "H", "H", "H", "H", "H", "H", "H", "H", "H", "H", "H", "H", "H", "H", "H", "C", "C", "C", "O", "C", "N", "H", "H", "H", "H", "H", "H", "H", "H", "H", "H", "H", "C", "C", "C", "O", "C", "N", "H", "H", "H", "H", "H", "H", "H", "H", "H", "H", "H"],
  "positions_angstrom": [[-0.715, -6.530, -0.624], [-0.280, -5.186, 0.160], [1.431, -5.705, 1.053], [-0.088, -4.066, -0.932], [-1.651, -3.998, -2.195], [0.463, -2.325, -0.323], [-0.672, -2.310, 1.206], [-2.222, -2.432, 0.922], [-2.954, -2.297, 2.309], [-2.383, -2.922, 3.427], [-4.132, -1.601, 2.528], [-5.296, -2.283, 2.799], [-4.206, -0.241, 2.544], [0.993, -0.667, 0.060], [2.038, -0.595, 0.928], [1.825, -0.122, 2.035], [3.500, -1.004, 0.626], [4.539, -0.331, 1.425], [5.916, -0.721, 1.199], [6.344, -1.737, 0.250], [5.323, -2.387, -0.551], [3.923, -2.003, -0.332], [-0.225, -6.452, -1.630], [-0.272, -7.402, -0.084], [-1.823, -6.614, -0.715], [-1.106, -5.014, 0.885], [0.748, -4.440, -1.592], [-0.615, -1.743, -1.112], [1.327, -2.258, -1.508], [1.531, -2.894, 0.487], [-0.539, -1.310, 1.710], [-0.361, -3.058, 1.994], [-2.591, -1.577, 0.294], [-2.548, -3.430, 0.536], [4.232, 0.437, 2.161], [6.703, -0.231, 1.822], [7.416, -2.006, 0.149], [5.561, -3.184, -1.294], [3.168, -2.546, -0.943], [3.444, 4.229, -2.676], [4.107, 2.858, -2.770], [4.483, 2.254, -1.405], [5.634, 2.830, -0.801], [5.402, 4.063, -0.147], [5.273, 2.953, -3.659], [4.160, 5.030, -2.488], [2.942, 4.471, -3.616], [2.692, 4.249, -1.884], [3.382, 2.182, -3.233], [4.732, 1.200, -1.563], [3.634, 2.270, -0.711], [4.416, 4.098, 0.326], [5.517, 4.893, -0.848], [6.162, 4.182, 0.628], [5.650, 2.019, -3.803], [6.009, 3.433, -3.143], [-6.864, 1.500, 1.577], [-7.575, 2.610, 0.810], [-6.789, 3.121, -0.412], [-5.691, 3.965, -0.099], [-4.520, 3.281, 0.319], [-7.900, 3.701, 1.738], [-6.063, 1.876, 2.214], [-7.568, 0.982, 2.232], [-6.439, 0.760, 0.895], [-8.516, 2.192, 0.436], [-7.466, 3.735, -1.014], [-6.466, 2.293, -1.056], [-4.392, 2.328, -0.202], [-4.537, 3.123, 1.399], [-3.661, 3.916, 0.096], [-8.464, 4.391, 1.247], [-7.032, 4.197, 1.938]],
  "forces_ev_per_a": [[1.043, 0.475, 0.459], [-1.584, -1.701, -2.128], [-0.720, 0.704, -0.182], [1.336, -1.102, 0.742], [0.479, -0.040, 0.575], [-1.285, -0.163, -0.947], [-0.608, 0.262, 0.776], [0.980, 1.094, 2.769], [0.318, 1.326, -0.556], [-1.512, -1.072, -1.647], [0.853, -1.207, -0.041], [1.006, 1.711, 1.358], [-1.059, -1.594, -1.359], [2.498, 0.119, 0.599], [-1.136, 0.583, 0.565], [0.591, -0.122, -0.507], [2.002, -0.180, -0.269], [0.269, -1.966, -2.014], [-0.551, -0.249, -0.120], [-2.363, 0.368, -0.042], [-0.700, 1.627, 1.774], [1.090, 0.130, 0.177], [-0.660, -0.395, 0.806], [-0.684, 0.532, -0.470], [0.903, 0.095, -0.013], [1.204, 0.308, -0.081], [-0.921, 0.330, 0.583], [0.229, 0.317, 0.191], [0.008, -0.138, 0.072], [-0.076, -0.077, -0.230], [-0.081, -0.968, -0.534], [-0.295, 0.521, -0.941], [0.226, -1.020, 0.291], [0.137, 0.931, 0.028], [0.377, -0.688, -0.581], [-0.732, -0.417, -0.626], [-0.904, 0.293, 0.106], [-0.203, 0.808, 0.743], [0.531, 0.671, 0.611], [-0.250, 0.087, -0.105], [0.194, 0.275, 0.209], [-0.024, -0.321, -0.130], [-0.253, 0.053, 0.042], [0.312, -0.079, -0.062], [0.085, -0.161, 0.050], [0.056, -0.080, 0.032], [0.073, -0.044, 0.032], [0.037, -0.009, -0.013], [0.081, -0.081, 0.084], [0.076, 0.053, 0.069], [-0.006, 0.115, -0.009], [-0.027, 0.009, -0.076], [-0.171, 0.138, 0.089], [-0.023, -0.103, -0.012], [-0.080, 0.036, -0.081], [-0.090, 0.029, -0.061], [-0.109, -0.231, 0.031], [0.357, 0.041, 0.167], [-0.189, 0.129, -0.081], [-0.103, -0.248, -0.146], [0.080, 0.275, 0.121], [-0.052, 0.152, -0.218], [-0.004, 0.051, -0.080], [0.021, 0.083, -0.035], [0.023, 0.031, 0.042], [0.015, 0.104, -0.082], [0.064, 0.068, 0.054], [0.073, -0.079, 0.118], [-0.059, -0.019, 0.060], [0.090, -0.210, -0.023], [-0.093, 0.011, -0.075], [-0.059, -0.068, 0.077], [-0.050, -0.113, 0.074]],
  "total_charge": -1,
  "energy_ha": -7060.9060,
  "e_above_lowest_kcal_mol": 0.0,
  "e_homo_ev": -4.60,
  "molar_mass_g_mol": 643.34
}